Entry 1:
14
Properties=species:S:1:pos:R:3:forces:R:3 method="wB97M-V/def2-TZVPD" de_lowest_kj_mol=459.89 lumo_ev=0.3 multiplicity=1
C -0.538262 -0.992306 -1.571276 -1.4 -0.4 2.6
C 0.095535 0.557169 2.376082 1.5 0.0 -1.8
C 0.235152 0.143335 0.514337 0.3 2.8 7.2
C -0.751542 -0.627127 0.327167 -0.1 -2.5 -7.2
O 0.981388 1.558556 2.611967 -0.4 -0.3 0.0
O 1.103505 0.944492 -0.097130 -0.3 -0.7 -0.5
O 0.249628 -0.060090 -2.301053 -0.4 0.1 0.0
O -0.570044 0.050987 3.237590 0.6 0.5 -1.7
H 1.421510 1.787606 1.772928 -0.2 -0.1 0.2
H 1.015082 0.757463 -1.073260 0.1 0.3 0.4
H -0.247413 0.207285 -3.089548 0.3 0.1 0.4
H -1.561270 -1.022924 -1.942445 0.1 0.0 -0.1
H -0.075685 -1.974638 -1.633466 0.0 0.0 0.1
H -1.357585 -1.329808 0.868106 0.0 0.4 0.3

Entry 2:
16
Properties=species:S:1:pos:R:3:forces:R:3 method="wB97M-V/def2-TZVPD" de_lowest_kj_mol=61.46 lumo_ev=0.5 multiplicity=1 smiles="OC1=COC(O)(O)C1(O)O"
O -2.573436 0.230874 0.183045 2.8 -3.7 1.6
C -1.228351 0.502308 0.082764 -0.8 -1.6 0.6
C -0.651741 1.672057 -0.004407 0.8 1.1 -1.0
O 0.709230 1.614443 -0.129618 1.1 -1.0 0.1
C 1.138704 0.190507 0.014287 -2.4 0.9 0.9
O 1.800134 0.057201 1.155610 1.6 -0.1 1.9
O 1.829826 -0.153039 -1.071864 3.7 -0.2 -1.9
C -0.201456 -0.655257 0.042311 -1.6 0.8 1.0
O -0.393668 -1.442879 -1.064168 2.3 0.3 -1.9
O -0.278749 -1.521422 1.211809 -1.3 -1.5 -2.1
H -3.007330 0.927413 -0.166462 -2.5 3.5 -1.8
H -1.029010 2.678987 -0.237391 -0.1 -0.7 0.6
H 1.359101 -0.463743 1.862400 -0.1 0.3 -1.0
H 2.855858 0.022985 -1.088034 -3.2 -0.3 0.6
H 0.460485 -1.296072 -1.626975 -2.0 -0.6 1.2
H -0.789595 -2.364360 0.836696 1.7 2.7 1.3

Entry 3:
12
Properties=species:S:1:pos:R:3:forces:R:3 method="wB97M-V/def2-TZVPD" de_lowest_kj_mol=103.21 lumo_ev=0.1 multiplicity=1 smiles="C/C=C/C(=O)S"
C -1.213205 -1.045913 -2.594629 0.6 -0.6 0.2
C -0.513886 -0.372830 -1.427785 -0.7 -1.0 0.2
C -0.235138 -0.929544 -0.246379 -0.5 -0.4 -1.2
C 0.303242 -0.273531 0.932042 1.1 1.2 0.2
O 0.737391 -0.888315 1.861396 -0.2 0.2 0.2
S 0.575268 1.616616 0.967297 -1.5 -0.8 -0.9
H -0.551330 -0.953129 -3.464243 -0.5 0.5 -0.2
H -2.217789 -0.578810 -2.763880 1.0 -0.4 0.0
H -1.292486 -2.153864 -2.500331 -0.3 0.8 0.4
H -0.267861 0.645655 -1.585289 0.1 1.0 -0.1
H -0.342109 -2.007929 -0.156668 -0.2 0.1 0.3
H -0.477917 2.019659 0.123000 1.2 -0.5 0.9

Entry 4:
12
Properties=species:S:1:pos:R:3:forces:R:3 method="wB97M-V/def2-TZVPD" de_lowest_kj_mol=284.64 lumo_ev=0.6 multiplicity=1 smiles="S=COC1CC1"
S -0.102143 -3.540281 -0.498263 0.2 -0.1 -0.1
C -0.498210 -1.977737 -0.537874 -1.4 -0.8 -0.8
O 0.140474 -1.026351 0.059097 1.9 -1.4 0.6
C -0.376381 0.240919 0.154803 0.9 0.8 -1.3
C 0.447041 1.073445 1.083194 -0.3 0.5 1.5
C 0.556046 1.292038 -0.457902 0.1 0.1 -0.4
H -1.418218 -1.658031 -1.075919 0.5 0.0 0.3
H -1.426423 0.152134 -0.101933 -0.3 1.1 0.8
H 1.397015 0.568499 1.578142 -2.5 1.0 -0.9
H -0.268563 1.749277 1.779416 2.4 -1.1 -1.8
H 0.128766 2.238658 -0.854038 0.2 -0.9 0.3
H 1.420595 0.887430 -1.128724 -1.5 0.7 1.9

no.,electronic energy (eV)
1,-12431.406
2,-16528.339
3,-17127.060
4,-17125.180